{
  "formula": "C4H3NO3",
  "method": "the ωB97M-V functional and the def2-TZVPD basis",
  "relative_energy_kj_mol": 138.5,
  "homo_lumo_gap_ev": 9.297,
  "total_energy_ev": -11828.098,
  "homo_ev": -9.66,
  "symbols": ["O", "C", "N", "C", "O", "C", "C", "O", "H", "H", "H"],
  "positions_angstrom": [[0.63079, -1.30537, 1.22276], [0.65008, -0.30270, 0.50174], [1.61678, 0.69287, 0.48813], [1.22419, 1.53293, -0.40505], [0.09444, 1.28825, -1.00629], [-0.34796, 0.11933, -0.44256], [-1.53742, -0.41421, -0.59994], [-1.90835, -1.38752, 0.21575], [1.65291, 2.48578, -0.67188], [-2.26697, -0.19527, -1.38438], [-1.17182, -1.51561, 0.85658]],
  "atomic_forces_ev_per_a": [[-0.34, 0.81, -0.62], [0.18, -0.71, 1.24], [1.07, 0.50, -0.17], [0.91, 0.16, 1.12], [-1.36, 0.17, -1.57], [0.64, 0.45, 0.04], [-1.65, -0.98, -0.47], [-0.17, -0.24, -0.11], [0.40, -0.06, 0.05], [0.23, 0.30, 0.39], [0.09, -0.40, 0.10]],
  "lowdin_charge": [0.070, -0.413, 0.184, -0.166, 0.095, -0.195, -0.059, 0.084, 0.148, 0.156, 0.097]
}



{
  "formula": "C4H3NS",
  "method": "the ωB97M-V functional and the def2-TZVPD basis",
  "relative_energy_kj_mol": 280.5,
  "homo_lumo_gap_ev": 8.372,
  "total_energy_ev": -16517.343,
  "homo_ev": -8.24,
  "symbols": ["N", "C", "C", "C", "C", "S", "H", "H", "H"],
  "positions_angstrom": [[2.51846, -0.80566, -0.29420], [1.70964, -0.28255, 0.29922], [0.68626, 0.36845, 1.06883], [-0.86464, -0.32529, 0.45891], [-1.47704, -1.42204, 0.68190], [-2.45768, 0.01757, -0.16322], [0.60772, 1.40188, 0.69816], [0.60519, -0.10310, 2.06040], [-1.85212, -2.21592, 1.26366]],
  "atomic_forces_ev_per_a": [[1.59, -0.96, -1.14], [-1.03, 0.54, 0.88], [-3.96, -1.92, -2.46], [3.91, 0.47, 1.76], [-0.63, 1.21, -0.42], [-0.40, 0.07, -0.31], [0.09, -0.11, 1.48], [0.35, 1.46, -0.01], [0.08, -0.77, 0.21]],
  "lowdin_charge": [0.159, -0.296, -0.046, -0.606, -0.221, 0.722, 0.113, 0.116, 0.060]
}



{
  "formula": "C4H3NS",
  "method": "the ωB97M-V functional and the def2-TZVPD basis",
  "relative_energy_kj_mol": 272.5,
  "homo_lumo_gap_ev": 7.283,
  "total_energy_ev": -16517.425,
  "homo_ev": -8.59,
  "symbols": ["N", "C", "C", "C", "C", "S", "H", "H", "H"],
  "positions_angstrom": [[2.05633, -0.87646, 0.08078], [0.86433, -1.01982, -0.12833], [-0.42003, -1.10832, -0.19126], [-1.26794, -0.12442, 0.03906], [-0.78787, 1.24339, 0.05005], [0.75605, 1.63023, -0.03290], [2.72261, -1.64126, 0.04877], [-2.39232, -0.03284, 0.19570], [-1.53115, 1.92949, -0.06186]],
  "atomic_forces_ev_per_a": [[0.33, -0.92, -0.54], [1.63, 0.11, 0.35], [-0.95, -0.92, 0.32], [-2.31, 1.07, 0.31], [1.87, -1.35, -0.46], [0.37, 1.52, 0.23], [-0.22, -0.30, 0.11], [1.31, -1.47, -0.43], [-2.04, 2.25, 0.11]],
  "lowdin_charge": [0.131, -0.291, -0.053, -0.193, -0.619, 0.811, 0.089, 0.117, 0.008]
}



{
  "formula": "C4H3NS",
  "method": "the ωB97M-V functional and the def2-TZVPD basis",
  "relative_energy_kj_mol": 136.9,
  "homo_lumo_gap_ev": 7.960,
  "total_energy_ev": -16518.831,
  "homo_ev": -9.16,
  "symbols": ["C", "C", "C", "C", "N", "S", "H", "H", "H"],
  "positions_angstrom": [[0.65545, 0.18670, -0.46955], [-0.04433, -1.06400, -0.72658], [0.35117, 0.91606, 0.57965], [-1.73015, 0.02096, 1.56850], [-0.81404, 0.71205, 1.28056], [-0.61759, -1.61604, -2.16576], [1.50132, 0.63959, -1.00819], [-0.25474, -1.62227, 0.15350], [0.95291, 1.82695, 0.78788]],
  "atomic_forces_ev_per_a": [[1.14, -0.16, -0.55], [-0.44, -0.01, -2.41], [0.33, 2.34, 0.49], [0.42, 0.89, 0.11], [-0.70, -1.38, 0.62], [0.73, 0.55, 1.20], [-0.45, -1.00, -0.34], [-0.23, -0.51, 0.74], [-0.81, -0.72, 0.14]],
  "lowdin_charge": [-0.172, -0.659, -0.181, 0.084, -0.036, 0.684, 0.122, 0.030, 0.127]
}



{
  "formula": "C4H3NS",
  "method": "the ωB97M-V functional and the def2-TZVPD basis",
  "relative_energy_kj_mol": 336.4,
  "homo_lumo_gap_ev": 8.369,
  "total_energy_ev": -16516.763,
  "homo_ev": -9.48,
  "symbols": ["C", "C", "N", "C", "S", "C", "H", "H", "H"],
  "positions_angstrom": [[-1.37719, -0.16549, -0.06548], [0.00881, 0.08432, -0.03357], [0.66869, 1.21637, 0.08166], [1.94409, 0.88155, 0.06357], [1.30722, -1.19760, -0.25281], [2.75838, -0.13399, -0.04624], [-1.84531, -0.00608, 0.97592], [-1.53622, -1.16676, -0.11686], [-1.92848, 0.48768, -0.60620]],
  "atomic_forces_ev_per_a": [[-0.93, 0.71, 4.69], [4.91, 0.24, -0.42], [-0.21, 1.01, 0.45], [-0.36, -2.89, -0.46], [-0.03, 0.75, 0.40], [-1.89, 1.47, 0.02], [0.95, 0.13, -0.96], [-0.81, -2.96, -1.26], [-1.64, 1.55, -2.45]],
  "lowdin_charge": [-0.078, -0.584, 0.036, -0.233, 0.932, -0.316, 0.137, 0.046, 0.059]
}



{
  "formula": "C4H3NS2",
  "method": "the ωB97M-V functional and the def2-TZVPD basis",
  "relative_energy_kj_mol": 261.0,
  "homo_lumo_gap_ev": [6.395, 6.394],
  "total_energy_ev": -27353.059,
  "homo_ev": [-8.04, -8.04],
  "symbols": ["S", "C", "C", "C", "C", "N", "S", "H", "H", "H"],
  "positions_angstrom": [[2.23539, 0.49343, -2.32007], [1.14890, 0.87023, -1.24342], [0.42343, 1.17877, -0.18892], [-0.59299, 0.57118, 0.60385], [-0.96153, -0.75320, 0.60224], [-0.14034, -1.59072, -0.02794], [-0.30838, -3.12539, -0.05759], [0.92084, 2.12167, 0.22835], [-1.12551, 1.46469, 1.06791], [-1.59981, -1.23068, 1.33559]],
  "atomic_forces_ev_per_a": [[-1.41, 0.58, 0.85], [1.38, -1.52, -0.69], [1.92, 1.57, 0.10], [-1.57, 1.30, -0.31], [0.32, 1.25, 1.71], [1.50, 0.40, -1.64], [-0.34, -1.10, 0.17], [-1.13, -0.92, -0.43], [0.18, -2.08, 0.27], [-0.86, 0.50, -0.02]],
  "lowdin_charge": [0.782, -0.643, -0.221, -0.066, -0.306, -0.574, 0.664, 0.146, 0.132, 0.086]
}



{
  "formula": "C4H3NS2",
  "method": "the ωB97M-V functional and the def2-TZVPD basis",
  "relative_energy_kj_mol": 57.1,
  "s_squared": 2.03,
  "multiplicity": 3,
  "homo_lumo_gap_ev": [6.867, 6.015],
  "total_energy_ev": -27352.538,
  "homo_ev": [-7.48, -9.08],
  "symbols": ["C", "C", "C", "C", "N", "S", "S", "H", "H", "H"],
  "positions_angstrom": [[-0.45268, -0.26022, -1.25114], [-0.96550, 0.74014, -0.41223], [0.19226, 0.53594, 1.01354], [1.00288, -0.51422, 0.41918], [0.51152, -0.94561, -0.83333], [-2.38306, 1.52498, -0.49113], [-0.10967, 1.12838, 2.45588], [-0.84488, -0.63977, -2.11671], [1.95982, -0.00944, 0.17849], [1.08932, -1.56019, 1.03745]],
  "atomic_forces_ev_per_a": [[-0.04, 0.23, 1.13], [0.70, 0.46, 2.02], [-3.73, 0.59, -0.84], [1.42, -2.44, 0.51], [1.98, -1.45, -0.11], [0.23, 0.31, 0.25], [0.53, 0.05, -0.38], [-1.52, -0.04, -2.35], [0.23, -0.72, 0.62], [0.20, 3.01, -0.84]],
  "mulliken_spin": [-0.039, 0.355, 0.087, 0.032, 0.252, 0.976, 0.357, -0.015, -0.006, 0.001]
}



{
  "formula": "C4H3NS3",
  "method": "the ωB97M-V functional and the def2-TZVPD basis",
  "relative_energy_kj_mol": 121.1,
  "homo_lumo_gap_ev": 6.821,
  "total_energy_ev": -38190.266,
  "homo_ev": -8.48,
  "symbols": ["S", "C", "C", "N", "S", "C", "C", "S", "H", "H", "H"],
  "positions_angstrom": [[-2.11298, -1.74821, -0.08188], [-1.16806, -0.42568, -0.08889], [-1.74757, 0.96346, 0.16054], [-1.12682, 2.04847, 0.12779], [0.57778, 1.63752, -0.20333], [0.22883, -0.13705, -0.27488], [1.26542, -1.00535, -0.13332], [2.93548, -0.84578, 0.04995], [-2.91300, 1.11267, 0.20406], [0.95926, -2.02727, 0.14631], [3.10166, 0.42721, 0.09366]],
  "atomic_forces_ev_per_a": [[0.56, -0.04, -0.09], [-0.62, 2.00, 0.36], [-4.59, -0.99, -0.46], [2.91, -0.06, -0.39], [-1.35, -0.32, -0.01], [2.04, 0.55, 0.44], [-1.87, -0.74, 0.71], [0.65, -1.71, -0.05], [2.18, -0.78, 0.27], [0.16, 0.26, -0.68], [-0.07, 1.84, -0.10]],
  "lowdin_charge": [0.725, -0.800, -0.351, -0.219, 0.898, -0.604, -0.564, 0.865, 0.144, 0.078, -0.172]
}



What is the formula in the second record? C4H3NS